(1)
116
Properties=species:S:1:pos:R:3 method="wB97M-V/def2-TZVPD" smiles=COC[C@H](C)N.COC[C@H](C)N.COC[C@H](C)N.OCCO.OCCO.CCO.CCO.CCO.CCO.CCO
O 15.63725 12.29639 15.79874
O 12.61330 13.89381 15.01515
O 10.62761 17.52953 17.51664
O 11.11983 8.17316 14.82043
O 15.19396 10.72777 13.26892
O 13.05130 13.10216 8.18381
O 8.73441 10.09496 14.15528
O 14.01217 16.77885 10.94434
O 16.06841 13.41777 13.11151
O 12.54576 17.41810 13.20252
O 11.24484 9.87034 10.75542
O 14.89000 15.09334 16.21087
N 11.17347 14.65598 9.98878
N 10.54108 15.61637 14.40372
N 13.29793 7.36414 12.76488
C 17.26711 11.86484 17.56131
C 11.57016 9.43299 15.28231
C 16.32325 11.09674 12.49824
C 11.33433 14.83868 8.58914
C 11.92337 10.35121 9.56571
C 9.16767 15.47109 16.39558
C 13.76821 16.70451 13.34557
C 11.17663 17.03694 16.31275
C 16.09240 12.52163 11.99122
C 8.68151 10.11960 12.76654
C 14.09182 15.91413 12.06485
C 12.38353 12.54086 14.54515
C 11.25251 6.77196 11.54010
C 15.99439 11.49106 16.97371
C 13.10044 9.31885 15.59906
C 13.61337 14.38386 18.23313
C 12.69186 14.52078 8.03995
C 13.90537 12.65656 7.19557
C 12.27190 12.61197 12.98665
C 10.85855 16.29962 8.26577
C 10.03831 16.37354 15.59033
C 12.02975 9.21167 11.70471
C 8.08908 11.41508 12.11089
C 12.45042 7.76213 11.61413
C 14.62158 15.36945 17.63309
C 11.54092 18.36132 18.19741
H 13.20519 8.33677 16.15044
H 8.08236 11.34248 11.05610
H 14.24588 7.74492 12.90497
H 13.29200 15.14512 11.98177
H 10.93632 16.55424 7.20055
H 12.75661 14.79998 6.99579
H 11.57408 17.08429 8.66696
H 14.02223 14.82708 15.83576
H 14.39196 16.41399 17.76403
H 15.26565 11.23067 14.09108
H 13.42467 10.15516 16.17014
H 12.79086 10.89711 9.87034
H 14.12064 11.64945 7.42527
H 10.17512 8.35535 14.59064
H 12.23134 11.66271 12.47258
H 12.76461 14.42521 17.57463
H 11.33628 10.21152 14.55497
H 15.15639 11.56280 17.64509
H 11.30423 13.08673 12.79714
H 16.00342 10.45453 16.61234
H 11.05583 6.36556 12.48890
H 11.94899 16.34162 16.58433
H 14.06451 13.38644 18.19438
H 9.67564 9.89609 12.44241
H 11.63419 17.82997 15.73013
H 15.10440 12.52257 11.50705
H 16.90840 12.83468 11.32204
H 10.45549 7.41774 11.16174
H 9.83658 16.41920 8.67737
H 7.13740 11.60805 12.54632
H 11.44411 6.00493 10.79792
H 11.06400 9.67109 16.19885
H 12.67745 17.97093 12.42972
H 13.50036 12.63116 6.17073
H 13.14202 7.53951 10.76369
H 11.21947 10.88967 8.92886
H 14.61599 17.34643 13.48917
H 13.20154 11.96771 14.91643
H 16.36559 10.39220 11.72855
H 12.30679 9.50041 9.00797
H 10.86698 13.71098 10.20821
H 9.72798 14.65013 16.83747
H 8.31417 15.02032 15.89088
H 10.87893 16.27122 13.69152
H 17.37604 12.91570 17.94429
H 12.06265 19.03150 17.51390
H 14.92198 16.99303 10.68711
H 11.50340 12.15778 15.04774
H 13.74291 16.04717 14.19221
H 14.82628 13.24982 7.07462
H 17.23035 11.06402 13.14366
H 8.64527 12.28653 12.43142
H 15.86254 13.01638 13.94188
H 7.84339 9.94063 14.57057
H 9.41792 17.19085 15.10193
H 11.92464 14.49036 14.70607
H 8.78196 16.00464 17.23635
H 13.09707 13.21631 12.62977
H 9.86977 14.97891 14.12087
H 12.97567 9.81666 11.90230
H 15.63355 15.21467 18.07377
H 18.10198 11.68902 16.82756
H 15.31187 13.19335 16.07217
H 12.36876 17.80280 18.67394
H 11.48667 9.30130 12.66538
H 15.06906 15.40474 12.15519
H 13.70997 9.41775 14.70923
H 13.37965 14.66852 19.25443
H 8.06506 9.25128 12.45801
H 12.84833 7.35499 13.71031
H 17.52218 11.17750 18.39881
H 11.96371 14.97262 10.55686
H 13.47578 15.08260 8.57158
H 11.02323 18.93726 18.99893
H 10.62024 14.10738 8.12628



(2)
121
Properties=species:S:1:pos:R:3 method="wB97M-V/def2-TZVPD" smiles="COC[C@H](C)N.COC[C@H](C)N.COC[C@H](C)N.COC[C@H](C)N.COC[C@H](C)N.NC(N)=O.NC(N)=O.OCCO.OCCO" e_above_lowest_ev=0.0000
O -36.29305 -2.48830 -3.71705
O -35.04681 3.97660 -7.74083
O -35.51373 -3.17499 -7.05129
O -28.12593 -4.60262 -8.23357
O -33.68409 -1.28567 -7.74773
O -27.51194 -1.48053 -3.25860
O -31.09762 -4.45826 -6.07766
O -38.10956 -0.73510 -9.26090
O -30.38563 0.19512 -10.85615
O -31.55501 -1.78558 -5.62543
O -29.66980 -3.94729 -0.54341
N -31.01036 -1.19245 -9.15397
N -36.34470 -5.20013 -7.73674
N -38.70928 4.54744 -7.79512
N -38.81078 0.16044 -3.74370
N -37.69064 -3.10001 -11.97533
N -32.58975 -0.33617 -10.48186
N -32.03085 -6.33102 -2.00760
N -36.90483 -4.35730 -5.69529
N -29.94024 0.49041 -5.20997
C -35.48960 -3.21915 -2.77432
C -38.40102 -2.19648 -11.05056
C -27.29690 -2.86074 -3.02341
C -39.71451 -2.86099 -10.65323
C -37.55591 -0.51652 -4.11631
C -37.26048 -1.63196 -3.12574
C -31.02497 -5.27914 -1.99654
C -30.57951 -5.01353 -0.56119
C -34.25672 2.81715 -7.86702
C -36.47863 0.54302 -4.11365
C -31.27491 -0.35908 -10.21719
C -36.23301 -4.16196 -6.86124
C -31.64679 -4.03524 -2.61891
C -28.88097 -3.94882 0.62046
C -29.01037 0.17441 -4.07758
C -29.66873 0.50880 -2.75565
C -37.29409 4.79633 -7.46067
C -28.55197 -1.25659 -4.17951
C -28.94706 -4.25288 -7.12284
C -33.47371 -0.62974 -6.50806
C -37.08207 5.11934 -5.97017
C -36.40298 3.63717 -7.87812
C -32.91578 -1.44601 -5.37415
C -30.29125 -4.97317 -7.13502
C -37.72104 -0.39324 -7.94102
C -37.56861 -1.94686 -9.78302
H -37.46937 -5.18141 -5.65454
H -36.02186 5.36369 -5.85944
H -28.16134 -4.76737 0.72145
H -39.24053 5.35261 -7.47948
H -37.57308 0.68595 -7.91940
H -36.90373 -3.64496 -4.96292
H -28.47159 -4.50453 -6.16886
H -31.28252 -3.52295 -6.28946
H -37.68166 5.93362 -5.56578
H -34.47005 2.10774 -7.06242
H -31.47998 -4.86248 0.04665
H -33.29677 -0.85694 -9.99499
H -38.17870 -2.17710 -2.87694
H -28.16174 0.85496 -4.21625
H -36.35598 0.99377 -3.13082
H -30.96224 -1.01228 -5.46420
H -38.60341 -1.23928 -11.52637
H -32.29119 -6.51768 -2.97015
H -30.09894 -5.95866 -0.26780
H -36.91276 -1.17452 -2.19392
H -30.28236 -6.05047 -6.98109
H -27.21577 -4.52879 -7.93583
H -37.09979 5.70277 -8.03942
H -33.03229 -0.86552 -4.45396
H -39.08683 3.79130 -7.22498
H -36.63289 2.78491 -7.22038
H -29.51008 -3.89505 1.51375
H -29.09659 -3.16891 -7.11875
H -27.02497 -3.34052 -3.96676
H -39.60974 -0.45321 -3.68464
H -28.96398 0.37685 -1.93281
H -32.71483 0.11061 -6.78775
H -29.37335 -1.96057 -4.01317
H -30.51475 -0.12188 -2.46600
H -28.26280 -3.04861 0.62565
H -37.26781 4.23769 -5.34853
H -28.14716 -3.27818 -2.47668
H -29.37159 0.40755 -6.05770
H -33.19719 3.06484 -7.83507
H -37.61422 -2.77215 -9.06056
H -36.94724 -5.97966 -7.56309
H -36.48753 -1.82286 -9.94593
H -28.19472 -1.36835 -5.21599
H -33.40433 -2.42422 -5.34706
H -36.64471 3.40569 -8.92376
H -40.04765 -3.50047 -11.47474
H -38.95629 0.92953 -4.38056
H -38.46167 -0.63079 -7.16357
H -30.96728 -3.18141 -2.66906
H -36.75638 1.35199 -4.80002
H -37.68749 -1.01705 -5.08344
H -30.03420 1.53851 -2.74060
H -31.75621 -1.59997 -8.60812
H -32.06055 -4.12335 -3.62301
H -31.65960 -7.20490 -1.64550
H -30.12825 -5.53669 -2.57922
H -35.17177 -4.01985 -3.45115
H -26.45371 -3.01690 -2.34687
H -30.08940 -1.18892 -8.75986
H -36.05238 -3.61488 -1.93155
H -35.54513 0.16962 -4.53470
H -34.57619 -2.68263 -2.51692
H -34.29110 -2.04498 -7.66275
H -37.43000 -3.93212 -11.44354
H -36.01331 -5.12331 -8.68077
H -34.40362 -0.11807 -6.23163
H -32.43294 -3.71186 -1.92596
H -32.96188 0.13764 -11.28666
H -36.77450 -2.71200 -12.19576
H -34.37476 2.26109 -8.80324
H -39.50244 -3.62334 -9.89450
H -30.01997 1.50559 -5.15607
H -40.45678 -2.14806 -10.31220
H -30.79246 -4.78656 -8.09184
H -36.86143 -1.02121 -7.68364



Number 1: highest occupied orbital energy -8.2 eV. Number 2: highest occupied orbital energy -9.3 eV.